A cluster of 6 separate species, C28H72N4O12 in total in a non-equilibrium geometry. Source: the Open Molecules 2025 dataset; level of theory: ωB97M-V with the def2-TZVPD basis set.

```
116
Properties=species:S:1:pos:R:3:forces:R:3:mulliken_charge:R:1
C -0.102 0.418 -0.241 0.7 0.4 0.3 0.412
C 0.928 0.720 -1.319 -0.5 -0.1 -0.3 -0.822
O 0.459 1.724 -2.208 0.3 0.0 0.0 -0.450
O 0.390 -0.665 0.565 -0.5 0.3 -0.5 -0.363
H -1.108 0.303 -0.658 0.1 -0.7 0.0 0.024
H -0.187 1.275 0.432 0.0 0.2 -0.3 0.234
H 1.168 -0.177 -1.899 0.1 -0.2 0.3 0.200
H 1.833 1.053 -0.810 0.1 0.2 -0.3 0.305
H -0.220 1.325 -2.773 0.0 0.3 0.4 0.064
H 0.667 -0.195 1.361 -0.1 -0.4 0.0 0.301
C -1.968 1.763 -4.662 -0.1 -0.5 -0.5 -0.230
C -1.954 3.170 -5.219 -0.4 0.6 0.6 -0.606
O -3.264 3.775 -5.258 0.5 -0.5 0.3 -0.523
O -2.145 1.654 -3.249 -0.1 0.4 -0.4 -0.215
H -1.011 1.291 -4.901 0.0 0.0 0.1 0.349
H -2.758 1.193 -5.165 0.1 0.0 -0.1 0.272
H -1.577 3.186 -6.238 0.0 -0.1 0.0 0.368
H -1.325 3.807 -4.587 0.3 -0.1 -0.2 0.268
H -3.462 3.995 -4.341 -0.3 0.2 -0.2 0.311
H -2.859 2.257 -3.012 0.0 -0.2 0.3 0.134
C -2.032 -2.414 -1.913 0.3 0.3 0.7 -0.377
O -1.449 -3.691 -1.964 0.3 0.0 -0.4 -0.472
C -0.313 -3.849 -1.125 -0.6 0.1 0.5 -0.111
C -0.731 -4.335 0.243 0.0 -1.6 0.9 -0.200
N -1.477 -5.636 0.179 -0.3 1.1 -0.5 -0.392
C -2.929 -5.486 0.371 0.1 0.3 -0.3 -0.146
C -3.549 -6.863 0.486 -0.5 0.8 -0.1 -0.856
O -3.592 -7.453 -0.804 0.2 -0.3 0.0 -0.337
C -3.112 -8.781 -0.821 0.8 0.1 0.6 -0.782
H -2.983 -2.448 -2.439 0.0 0.0 0.0 0.354
H -1.379 -1.641 -2.340 0.0 -0.1 -0.2 0.300
H -2.184 -2.102 -0.867 -0.3 -0.1 -0.1 -0.004
H 0.270 -2.933 -0.975 0.0 0.1 -0.4 -0.166
H 0.288 -4.636 -1.578 0.2 0.1 -0.1 0.513
H -1.305 -3.639 0.859 0.0 0.3 -0.3 -0.264
H 0.166 -4.585 0.821 0.1 0.5 -0.1 0.372
H -1.398 -5.900 -0.800 0.0 -0.4 0.1 0.278
H -3.394 -4.924 -0.453 0.0 -0.2 -0.2 0.183
H -3.161 -4.862 1.240 0.3 -0.4 0.4 0.410
H -4.577 -6.755 0.850 0.0 -0.2 0.2 0.361
H -2.942 -7.425 1.196 -0.1 -0.3 -0.1 0.406
H -2.959 -9.093 -1.850 -0.4 0.0 0.0 0.262
H -3.733 -9.479 -0.248 -0.3 0.0 -0.3 0.294
H -2.127 -8.814 -0.329 0.0 0.0 -0.1 0.346
C -3.310 7.048 3.976 -0.8 -0.2 0.7 -0.490
O -1.935 7.243 4.107 0.2 -0.2 -0.1 -0.335
C -1.297 8.066 3.157 0.5 -0.4 -0.5 -0.728
C -1.282 7.496 1.738 0.3 0.2 0.3 -0.483
N -0.754 6.133 1.705 -1.1 0.3 0.3 -0.296
C -0.812 5.576 0.345 0.3 0.3 -0.4 -1.154
C -1.284 4.142 0.163 0.9 -0.1 -0.1 0.143
O -2.681 4.007 -0.035 0.2 0.1 0.8 -0.327
C -3.442 4.433 1.076 -0.6 0.0 -0.1 -0.675
H -3.878 7.985 4.041 0.1 0.1 -0.3 0.323
H -3.616 6.453 4.843 0.1 0.1 0.0 0.245
H -3.654 6.466 3.111 0.4 0.3 -0.2 0.127
H -0.263 8.098 3.500 0.0 0.3 0.1 0.328
H -1.728 9.072 3.113 -0.1 0.1 0.2 0.387
H -0.596 8.115 1.150 -0.2 0.2 0.0 0.465
H -2.295 7.623 1.321 0.1 -0.3 -0.3 0.304
H -1.310 5.630 2.393 0.2 -0.4 -0.3 0.282
H 0.201 5.702 -0.049 -0.1 -0.4 -0.2 0.440
H -1.444 6.169 -0.332 -0.1 0.2 0.2 0.372
H -0.873 3.527 0.977 -0.5 0.0 0.2 0.098
H -0.835 3.712 -0.735 0.0 0.2 -0.1 0.260
H -3.367 5.497 1.321 0.1 0.1 -0.5 0.132
H -3.211 3.919 2.016 0.2 -0.3 -0.2 0.233
H -4.474 4.217 0.799 -0.1 0.1 0.2 0.354
C 3.830 -1.960 -0.954 0.1 0.4 -0.1 -0.401
O 5.114 -2.245 -1.460 0.2 -0.2 0.1 -0.411
C 5.961 -1.079 -1.522 -0.8 -1.6 -0.7 -0.562
C 7.406 -1.555 -1.578 -0.3 1.3 0.9 -0.471
N 7.913 -1.764 -0.191 1.3 -0.3 -1.2 -0.474
C 9.053 -0.886 0.129 -0.3 0.5 0.7 -0.841
C 10.353 -1.190 -0.646 -0.6 0.3 0.2 -0.381
O 10.370 -2.544 -1.030 0.2 -0.2 0.0 -0.336
C 11.661 -2.972 -1.440 -0.4 0.5 0.4 -0.770
H 3.571 -0.928 -1.212 -0.3 0.0 0.1 0.130
H 3.787 -2.090 0.133 0.1 0.1 0.0 0.269
H 3.075 -2.613 -1.392 0.2 -0.1 -0.2 0.226
H 5.725 -0.480 -0.642 0.5 0.4 -0.1 0.384
H 5.680 -0.593 -2.465 0.1 0.5 0.2 0.306
H 7.959 -0.753 -2.082 0.2 -0.1 0.0 0.281
H 7.513 -2.460 -2.169 -0.2 0.0 -0.1 0.379
H 8.435 -2.635 -0.306 -0.6 -0.3 0.6 0.356
H 9.178 -0.927 1.216 0.4 -0.5 -0.1 0.415
H 8.831 0.181 0.002 -0.3 -0.1 -0.4 0.307
H 11.210 -0.955 -0.008 0.1 0.1 -0.1 0.430
H 10.368 -0.557 -1.540 0.3 0.0 -0.1 0.320
H 11.550 -3.969 -1.852 0.1 0.0 0.0 0.233
H 12.317 -2.963 -0.562 0.2 -0.2 -0.1 0.297
H 12.077 -2.282 -2.180 0.0 -0.1 -0.1 0.315
C 0.515 -0.614 3.557 -1.1 -0.8 1.1 -0.808
O -0.316 0.404 3.031 0.5 -0.2 -0.2 -0.434
C -1.675 0.034 2.912 -0.9 2.0 0.8 -0.298
C -2.400 1.208 2.236 -0.7 -0.1 -0.8 -0.040
N -3.868 0.991 2.193 0.1 -0.3 -0.6 -0.407
C -4.163 -0.113 1.277 -0.1 -1.0 0.2 -0.149
C -5.678 -0.263 1.045 1.2 -0.9 -0.1 -0.636
O -5.973 -1.282 0.096 0.1 0.5 0.0 -0.421
C -5.598 -2.582 0.507 0.3 0.3 -0.4 -0.392
H 0.566 -1.445 2.849 0.7 0.1 -0.1 0.335
H 0.084 -1.086 4.456 -0.3 0.3 -0.1 0.331
H 1.439 -0.196 3.949 0.3 0.1 -0.8 0.271
H -2.111 0.094 3.919 0.0 -0.8 0.1 0.408
H -1.920 -0.912 2.438 0.7 -0.2 -0.1 -0.047
H -2.121 1.389 1.193 0.6 -0.2 0.1 0.046
H -2.212 2.139 2.770 0.2 -0.2 0.3 0.181
H -4.234 1.783 1.666 0.0 0.3 0.5 0.332
H -3.810 -1.060 1.695 0.0 0.2 0.2 0.234
H -3.617 -0.042 0.320 -0.2 0.3 -0.1 0.177
H -6.018 0.689 0.643 -0.6 -0.1 0.2 0.352
H -6.132 -0.605 1.977 -0.2 0.8 0.3 0.347
H -4.509 -2.706 0.548 0.0 0.0 -0.2 -0.039
H -5.993 -3.210 -0.287 0.0 -0.4 0.3 0.293
H -5.960 -2.851 1.505 -0.4 0.0 -0.1 0.352
```
Forces are in eV/Å.

Its spin multiplicity is 1. The HOMO-LUMO gap is 9.02 eV. The molar mass comes out at 656.90 Da. For the largest force on an atom, the calculation gives 2.3 eV/A. As for the SMILES: COCCNCCOC.COCCNCCOC.COCCNCCOC.COCCNCCOC.OCCO.OCCO.

---

The molecule C4H10O2. Source: the Open Molecules 2025 dataset; level of theory: ωB97M-V with the def2-TZVPD basis set.

```
16
Properties=species:S:1:pos:R:3:forces:R:3:mulliken_charge:R:1
C -1.421 -0.821 -0.443 0.0 0.0 0.0 -1.583
C -0.249 -0.100 0.226 0.0 0.1 -0.3 1.781
C -0.307 1.411 -0.010 0.0 0.1 0.0 -1.753
O -0.334 -0.353 1.623 0.2 0.1 0.2 -0.603
C 1.073 -0.688 -0.284 -0.2 -0.2 -0.1 -0.965
O 2.190 -0.123 0.386 0.1 0.2 -0.1 -0.529
H -1.133 -1.224 -1.421 0.0 0.1 0.1 0.343
H -1.743 -1.652 0.190 0.1 0.1 -0.1 0.371
H -2.274 -0.153 -0.597 0.1 -0.1 0.1 0.369
H -0.425 1.658 -1.072 0.0 -0.1 0.1 0.326
H -1.157 1.824 0.542 0.1 -0.1 -0.1 0.392
H 0.600 1.900 0.365 -0.2 0.0 0.0 0.446
H 0.505 -0.045 1.998 -0.1 -0.1 0.0 0.344
H 1.088 -1.758 -0.056 0.0 0.1 0.0 0.356
H 1.156 -0.565 -1.374 0.0 0.0 0.2 0.381
H 2.433 0.690 -0.074 0.0 -0.1 0.2 0.322
```
Forces are in eV/Å.

Its spin multiplicity is 1. The HOMO-LUMO gap is 10.74 eV. The molar mass comes out at 90.12 Da. For the largest force on an atom, the calculation gives 0.3 eV/A. As for the SMILES: CC(C)(O)CO.

---

A cluster of 3 separate species, C3H10O3S in total in a non-equilibrium geometry. Source: the Open Molecules 2025 dataset; level of theory: ωB97M-V with the def2-TZVPD basis set.

```
17
Properties=species:S:1:pos:R:3:forces:R:3:mulliken_charge:R:1
C 0.111 -0.111 0.111 -0.5 1.6 -1.3 -0.246
O 0.079 -1.062 -0.937 0.7 0.2 2.5 -0.892
C -0.597 1.186 -0.408 0.2 0.8 -1.5 -0.322
C -0.664 2.278 0.634 -2.1 -1.4 1.9 -0.631
S -1.601 3.764 0.235 -0.3 0.7 -0.3 -0.783
H -0.622 -0.214 0.969 0.9 -1.1 -0.1 0.216
H 1.200 0.069 0.580 -2.0 -0.1 -0.8 0.075
H -1.663 0.895 -0.741 1.6 0.3 0.6 0.128
H -0.127 1.672 -1.324 -0.2 -0.9 0.8 0.203
H 0.335 2.561 0.958 0.1 -0.2 0.3 0.220
H -1.289 1.754 1.509 1.7 1.1 -1.1 0.133
H 2.267 -2.512 -1.355 0.2 0.3 -0.6 0.284
H 1.657 -1.161 -1.396 -0.2 -0.8 -1.2 0.409
O 2.370 -1.716 -1.912 -0.1 0.0 1.3 -0.772
H -0.062 -2.057 0.514 0.3 -1.5 0.0 0.450
H -1.141 -2.547 1.352 -1.7 0.1 0.6 0.276
O -0.254 -2.800 1.210 1.4 0.7 -1.0 -0.746
```
Forces are in eV/Å.

Its spin multiplicity is 1. The HOMO-LUMO gap is 5.59 eV. Its net charge is -2. The molar mass comes out at 126.18 Da. For the largest force on an atom, the calculation gives 3.1 eV/A.

---

A structure of composition C50H44CrN9O4S4 in a non-equilibrium geometry. Source: the Open Molecules 2025 dataset; level of theory: ωB97M-V with the def2-TZVPD basis set.

```
112
Properties=species:S:1:pos:R:3:forces:R:3:mulliken_charge:R:1
Cr -0.785 1.302 0.132 0.0 -1.2 -0.3 0.661
N -1.166 0.397 -1.574 -0.1 -0.6 -1.0 -0.174
S -0.911 -0.686 -2.513 -0.1 0.4 0.1 1.337
N -1.015 -2.290 -2.055 0.1 0.0 0.0 0.054
S 0.163 -3.072 -1.423 0.0 0.1 0.1 0.564
N 0.986 -2.464 -0.257 0.0 -0.1 0.0 0.147
S 0.225 -1.758 1.040 -0.3 0.5 0.2 1.246
N -0.360 -0.435 0.909 0.3 -1.1 0.4 -0.115
C -0.998 -2.940 1.620 0.2 0.2 0.1 0.286
C -0.661 -4.027 2.411 0.0 0.0 -0.1 -0.188
C -1.675 -4.833 2.906 0.0 0.0 0.0 -0.804
C -3.001 -4.544 2.610 0.0 0.0 0.0 -0.688
C -3.323 -3.454 1.812 0.0 0.0 0.0 -0.835
C -2.318 -2.639 1.317 0.0 0.1 -0.1 -0.254
C 1.565 -1.844 2.216 -0.1 -0.1 -0.2 0.166
C 2.610 -2.749 2.111 0.0 0.0 0.0 0.014
C 3.616 -2.719 3.065 0.0 0.0 0.0 -0.858
C 3.567 -1.796 4.101 0.0 0.0 0.0 -0.617
C 2.511 -0.898 4.196 0.0 0.0 0.0 -0.764
C 1.502 -0.918 3.248 -0.1 0.0 -0.1 -0.536
C 1.377 -3.542 -2.633 0.1 0.0 0.1 0.772
C 0.907 -4.235 -3.741 -0.1 0.0 0.1 -0.977
C 1.809 -4.627 -4.712 0.0 0.0 0.0 -0.727
C 3.159 -4.324 -4.568 0.0 0.0 0.0 -0.625
C 3.610 -3.633 -3.452 0.0 0.0 -0.1 -0.832
C 2.717 -3.239 -2.468 -0.1 0.1 0.2 -0.030
C -0.526 -4.637 -0.945 -0.2 0.0 -0.1 0.649
C 0.355 -5.550 -0.379 0.1 0.0 -0.1 -1.006
C -0.133 -6.774 0.036 0.0 0.0 0.0 -0.733
C -1.484 -7.069 -0.113 0.0 0.0 0.0 -0.613
C -2.348 -6.147 -0.684 0.0 -0.1 0.0 -0.862
C -1.871 -4.917 -1.112 0.1 0.2 -0.1 0.082
C -2.099 -0.713 -3.843 0.1 -0.1 0.1 0.213
C -2.419 -1.866 -4.544 0.0 -0.1 0.0 -0.041
C -3.332 -1.783 -5.584 0.0 0.0 0.0 -0.784
C -3.909 -0.563 -5.907 0.0 0.0 0.0 -0.603
C -3.584 0.582 -5.191 0.0 0.0 0.0 -0.706
C -2.673 0.511 -4.151 0.1 0.0 0.1 -0.690
C 0.691 -0.528 -3.321 -0.2 0.1 0.0 0.548
C 1.679 0.100 -2.577 -0.1 0.0 0.1 -0.373
C 2.913 0.340 -3.158 0.0 0.0 0.0 -0.840
C 3.142 -0.032 -4.477 0.0 0.0 0.0 -0.721
C 2.143 -0.655 -5.213 0.0 0.0 0.0 -0.825
C 0.906 -0.906 -4.638 0.0 -0.1 0.0 -0.112
H 0.376 -4.237 2.642 0.0 0.0 0.1 0.486
H -1.426 -5.674 3.538 0.0 0.0 0.0 0.472
H -3.786 -5.169 3.014 0.0 0.0 0.0 0.433
H -4.358 -3.229 1.591 0.0 0.0 0.0 0.497
H -2.534 -1.770 0.708 0.0 0.0 0.0 0.320
H 2.636 -3.450 1.288 0.1 0.0 0.0 0.282
H 4.442 -3.413 2.995 0.0 0.0 0.0 0.460
H 4.359 -1.775 4.837 0.0 0.0 0.0 0.418
H 2.478 -0.178 5.002 0.0 0.0 0.0 0.510
H 0.675 -0.220 3.284 0.0 0.0 0.0 0.322
H -0.146 -4.472 -3.830 0.0 0.0 0.0 0.223
H 1.465 -5.172 -5.580 0.0 0.0 0.0 0.485
H 3.862 -4.636 -5.328 0.0 0.0 0.0 0.443
H 4.661 -3.402 -3.345 0.0 0.0 0.0 0.497
H 3.035 -2.700 -1.586 0.1 0.0 0.0 0.509
H 1.404 -5.301 -0.274 0.0 0.0 0.0 0.244
H 0.537 -7.500 0.477 0.0 0.0 0.0 0.480
H -1.861 -8.027 0.217 0.0 0.0 0.0 0.447
H -3.397 -6.383 -0.798 0.0 0.0 0.0 0.490
H -2.517 -4.172 -1.556 0.0 0.0 0.0 0.472
H -1.972 -2.810 -4.265 0.0 0.0 0.0 0.267
H -3.599 -2.673 -6.137 0.0 0.0 0.0 0.458
H -4.619 -0.505 -6.721 0.0 0.0 0.0 0.406
H -4.043 1.529 -5.440 0.0 0.0 0.0 0.441
H -2.407 1.375 -3.556 0.0 0.0 0.0 0.491
H 1.461 0.394 -1.557 0.1 0.0 0.0 0.232
H 3.691 0.828 -2.586 0.0 0.0 0.0 0.555
H 4.100 0.170 -4.936 0.0 0.0 0.0 0.441
H 2.318 -0.935 -6.242 0.0 0.0 0.0 0.478
H 0.123 -1.384 -5.210 0.0 0.0 0.0 0.494
O 1.208 7.423 5.289 0.0 0.0 -0.1 -0.641
S 0.935 7.367 6.711 -0.2 -0.3 0.3 1.161
O 2.084 7.044 7.534 0.0 0.1 0.0 -0.673
O 0.052 8.398 7.207 0.0 0.0 0.0 -0.673
C -0.056 5.815 6.899 0.5 0.6 -0.4 0.076
N -0.513 5.427 8.086 -0.2 -0.2 0.2 -0.476
C -1.138 4.259 8.123 0.2 0.3 0.0 -0.365
C -1.290 3.446 7.005 -0.1 -0.3 -0.3 -0.598
C -0.776 3.940 5.816 0.1 0.5 0.6 0.269
N -0.183 5.132 5.777 -0.2 -0.5 -0.2 -0.329
C -0.774 3.260 4.511 -0.1 -0.3 -0.5 1.261
C -1.534 2.137 4.186 0.1 0.1 0.2 -0.728
C -1.452 1.608 2.917 0.0 -0.1 -0.2 -0.803
N -0.676 2.118 1.941 -0.1 0.7 1.7 0.788
C 0.057 3.201 2.267 0.0 -0.2 -0.3 -0.848
C 0.037 3.791 3.502 0.0 0.1 0.2 -0.875
H -1.519 3.955 9.091 0.0 -0.1 0.0 0.415
H -1.766 2.477 7.082 0.0 0.0 0.0 0.346
H -2.196 1.680 4.908 0.0 0.0 0.0 0.424
H -2.026 0.730 2.648 0.0 0.0 0.0 0.459
H 0.691 3.593 1.484 0.0 0.1 0.0 0.682
H 0.618 4.678 3.721 0.0 0.0 0.0 0.676
N -0.706 3.069 -0.655 0.1 1.7 -0.8 -0.561
C -0.417 4.115 -1.067 -0.1 -0.2 -0.1 0.100
N -0.044 5.280 -1.503 0.1 0.0 0.0 0.182
C 1.385 5.626 -1.576 0.2 0.2 0.0 -0.483
C 1.544 7.092 -1.190 0.0 -0.1 0.0 -0.658
O 0.734 7.910 -2.007 0.0 -0.1 -0.1 -0.379
C -0.637 7.606 -1.850 0.0 0.0 0.0 -0.600
C -0.921 6.170 -2.273 -0.2 0.2 -0.1 -0.540
H 1.733 5.477 -2.602 0.0 0.0 0.0 0.264
H 1.952 4.981 -0.906 0.0 0.0 0.0 0.442
H 2.574 7.405 -1.352 0.0 0.0 0.0 0.346
H 1.287 7.233 -0.133 0.0 0.0 0.0 0.368
H -1.186 8.295 -2.490 0.0 0.0 0.0 0.355
H -0.945 7.761 -0.809 0.0 0.0 0.0 0.348
H -0.695 6.056 -3.338 0.0 -0.1 0.0 0.291
H -1.963 5.911 -2.095 0.0 0.0 0.0 0.421
```
Forces are in eV/Å.

Its spin multiplicity is 5. The HOMO-LUMO gap is 5.21 eV. Its net charge is +1. The molar mass comes out at 1015.22 Da. For the largest force on an atom, the calculation gives 1.9 eV/A. Its expectation value of S² is 6.014.